The following is a DFT calculation (ωB97M-V/def2-TZVPD) of a molecular structure, CH7N3O2 at a distorted geometry.

As for the highest occupied orbital energy (alpha / beta): -8.60 / -8.60 eV. As for the LUMO energy (alpha / beta): -0.0204 / -0.0204 Eh. For the energy, the calculation gives -356.76966 Ha. As for the max |F|: 4.36 eV Å⁻¹. The calculation puts the energy above the lowest of the compared OMol25 structures with the same formula, charge and spin at 677.6 kJ/mol.

Structure (XYZ):
```
13
Properties=species:S:1:pos:R:3:forces:R:3
C -0.66182 0.21080 -1.28354 -0.90 -0.51 0.51
N 0.15416 0.22508 -0.08437 1.56 0.87 -0.76
N 0.39553 1.46255 0.44754 -1.32 -0.40 0.61
H 1.43739 -0.58837 -0.25437 1.08 -2.50 0.85
H -0.43294 2.06765 0.45134 0.07 -0.20 0.37
H 0.78852 1.37413 1.39127 0.10 -0.01 -0.51
H -0.29349 0.92903 -2.03042 0.18 -0.16 0.55
H -0.60437 -0.79646 -1.71294 -0.09 0.24 0.13
H -1.70814 0.44861 -1.04172 0.03 -0.02 -0.27
N -0.10121 -1.12282 1.06121 -2.81 1.53 2.96
O 0.18200 -0.82603 2.23651 0.21 -0.36 -2.93
O -0.82927 -2.01967 0.72947 1.20 0.53 -0.49
H 1.67364 -1.36453 0.09002 0.68 0.99 -1.02
```
Forces are in eV/Å.